Here is HNO2S2 in the gas phase at a distorted geometry from the OMol25 dataset. Energies are from the ωB97M-V functional and the def2-TZVPD basis.

Summary:
Gap between HOMO and LUMO: 9.9 eV
Charge: 0
HOMO: -10.3 eV
SMILES: O=[N+]([O-])SS
Energy relative to the best compared isomer or geometry (same formula, charge and spin): 39.9 kcal/mol
F_max: 9.0 eV/Å

Geometry (Å):
S1 0.56 1.83 0.18
S2 0.05 0.12 1.15
O1 -1.06 -1.94 0.14
O2 -0.68 -0.23 -1.34
N1 -0.60 -0.94 -0.19
H1 1.73 1.16 0.06